# 1
{"formula": "C9H16ClIN2O2PRe", "method": "ωB97M-V/def2-TZVPD", "symbols": ["C", "C", "H", "H", "H", "O", "I", "Re", "P", "C", "C", "H", "H", "H", "C", "H", "H", "H", "H", "H", "H", "C", "O", "Cl", "N", "C", "C", "C", "N", "H", "H", "H", "H"], "xyz": [[-2.6165, 1.1855, -3.6534], [-1.2268, 1.1980, -3.1409], [-2.6898, 1.2770, -4.7587], [-3.2063, 1.9589, -3.1223], [-3.0512, 0.2006, -3.3869], [-0.1025, 1.3046, -3.5665], [-0.6372, -2.8847, -0.2025], [-0.8233, 0.0611, -0.9797], [-0.6089, 2.3331, -0.6616], [1.0875, 2.9432, -0.3789], [-1.3810, 3.7359, -1.6188], [-2.1743, 2.1327, 1.3031], [-1.4538, 3.7798, 1.0459], [-0.4539, 2.5057, 1.7700], [-1.2634, 2.7003, 1.0529], [-2.4438, 3.5380, -1.8792], [-1.3224, 4.6254, -0.9705], [1.2446, 3.9747, -0.7173], [1.8288, 2.3050, -0.8641], [-0.7813, 3.9659, -2.5171], [1.2664, 2.9024, 0.6938], [1.0476, -0.0639, -1.2915], [2.2166, -0.1506, -1.3382], [-3.2303, 0.4852, -0.4461], [0.7247, -0.1564, 1.6748], [0.5782, -0.5701, 2.9094], [-0.7641, -0.8262, 3.1202], [-1.4428, -0.6007, 1.9189], [-0.4995, -0.1251, 0.9940], [1.6133, 0.1162, 1.2169], [1.4343, -0.6007, 3.5937], [-1.2325, -1.1870, 4.0341], [-2.5086, -0.6902, 1.7446]], "atomic_forces_ev_per_a": [[-0.99, -0.42, 0.39], [4.36, 0.78, -3.45], [0.67, 0.23, 0.49], [0.25, -0.45, -0.26], [0.01, 0.42, 0.06], [-4.77, -0.63, 2.12], [-0.08, 0.38, -0.68], [-3.42, -3.06, 1.19], [0.14, 4.53, 2.45], [0.62, -0.48, -0.47], [-0.27, -0.60, -0.74], [0.42, 0.48, -0.12], [-0.08, -0.24, 0.14], [-0.39, -0.06, -0.16], [-0.17, -0.35, -0.23], [0.72, 0.25, 0.26], [-0.01, -0.46, -0.05], [-0.23, -0.23, -0.01], [0.08, 0.33, -0.07], [-0.33, -0.20, 0.23], [0.08, 0.06, -0.01], [6.56, -0.60, -0.54], [-4.59, 0.36, 0.05], [1.68, -0.47, -0.95], [-0.02, 0.69, -1.98], [0.49, 0.27, 0.85], [-1.71, -0.68, -0.21], [1.85, 0.71, 1.36], [-0.12, -0.36, 0.84], [-0.90, -0.25, 0.34], [-0.40, -0.12, -0.28], [0.25, 0.10, -0.23], [0.28, 0.11, -0.33]], "orbital_gap_ev": [6.08, 5.81], "multiplicity": 4, "e_homo_ev": [-20.58, -20.46], "s2": 3.788, "mol_weight_g_mol": 563.8, "charge": 3}



# 2
{"formula": "C5H6O2", "method": "ωB97M-V/def2-TZVPD", "symbols": ["C", "C", "C", "C", "C", "O", "O", "H", "H", "H", "H", "H", "H"], "xyz": [[-2.6315, 0.1480, 0.5020], [-2.0905, 0.5606, -0.4724], [1.3865, -0.7866, 0.8180], [0.9547, -0.9324, -0.5999], [1.0574, 1.2172, 0.1119], [1.1742, 0.4927, 1.1357], [0.9363, 0.4379, -1.0511], [-2.8123, -0.1323, 1.4850], [-1.8421, 0.8626, -1.4237], [1.6752, -1.4647, 1.5185], [1.7059, -1.4376, -1.1785], [-0.1489, -1.2017, -0.8579], [0.6351, 2.2361, 0.0124]], "atomic_forces_ev_per_a": [[0.56, 0.10, 0.47], [-0.67, -0.17, -0.06], [-1.30, 0.70, -2.18], [-1.58, 0.31, -0.66], [-1.16, 1.79, -4.18], [0.63, -0.32, 2.78], [0.91, 1.42, 1.40], [-0.61, -0.45, 0.98], [0.68, 0.54, -1.37], [0.55, -1.43, 1.86], [-0.12, -0.74, -0.54], [1.72, -0.80, 0.75], [0.39, -0.95, 0.77]], "orbital_gap_ev": [7.34, 8.18], "e_homo_ev": [-6.55, -7.15], "de_lowest_kcal_mol": 156.6, "mol_weight_g_mol": 98.1}



# 3
{"formula": "C5H7NO", "method": "ωB97M-V/def2-TZVPD", "symbols": ["C", "C", "C", "N", "C", "O", "C", "H", "H", "H", "H", "H", "H", "H"], "xyz": [[1.3186, -1.1798, 0.8507], [0.4049, -0.2824, 0.0948], [0.0482, -0.4224, -1.1782], [-1.0254, 0.4353, -1.5764], [-1.1664, 1.3928, -0.5126], [-1.8421, 2.3854, -0.5663], [-0.3239, 0.9070, 0.6660], [2.2118, -0.6545, 1.1981], [1.6204, -2.0223, 0.2200], [0.8030, -1.5869, 1.7305], [0.4039, -1.1299, -1.9194], [-1.8044, -0.2153, -1.5165], [-0.9994, 0.6759, 1.5020], [0.3508, 1.6973, 1.0073]], "atomic_forces_ev_per_a": [[0.16, 0.00, 0.05], [0.06, -0.01, -0.20], [0.15, -0.28, 0.34], [0.02, 0.00, 0.10], [-0.21, 0.19, 0.13], [0.20, -0.59, 0.01], [0.11, 0.05, 0.05], [0.00, -0.09, 0.05], [0.05, 0.15, 0.13], [0.12, 0.09, -0.12], [0.01, -0.06, 0.26], [-0.76, 0.59, -0.73], [0.14, -0.02, -0.11], [-0.06, -0.03, 0.01]], "orbital_gap_ev": 9.74, "e_homo_ev": -8.98, "de_lowest_kcal_mol": 17.3, "smiles": "CC1=CNC(=O)C1", "mol_weight_g_mol": 97.1}



# 4
{"formula": "C2H7NO3", "method": "ωB97M-V/def2-TZVPD", "symbols": ["N", "C", "O", "H", "H", "H", "H", "H", "O", "C", "O", "H", "H"], "xyz": [[-0.6457, 2.3091, -0.1792], [-1.5533, 1.1867, 0.1879], [-1.0800, -0.1992, 0.2948], [0.1578, 2.2175, -0.8852], [-0.3451, 2.8456, 0.6677], [-2.1112, 1.4969, 1.2134], [-2.3450, 1.1931, -0.5753], [-1.1185, -0.4899, -0.7058], [3.0079, -1.4246, -0.2654], [2.1143, -2.2956, -0.3332], [0.8933, -2.0881, 0.0475], [2.3694, -3.4015, -0.1205], [0.6560, -1.3500, 0.6534]], "atomic_forces_ev_per_a": [[1.08, -0.23, 0.86], [-1.04, 1.25, 1.07], [-0.17, 0.96, -3.15], [-1.93, -0.34, 1.64], [-0.05, -0.96, -1.34], [1.65, -0.86, -2.31], [0.17, -0.24, 0.21], [0.32, 0.42, 3.12], [-2.27, -2.29, -1.29], [4.54, 1.44, 3.83], [-2.57, -0.49, 0.16], [-0.29, 1.11, -1.77], [0.56, 0.24, -1.03]], "orbital_gap_ev": 10.43, "e_homo_ev": -9.77, "de_lowest_kcal_mol": 60.1, "smiles": "O=CO.NCO", "mol_weight_g_mol": 93.1}